Entry 1:
Entry from the OMol25 dataset: a structure of composition C6H18NaO6 in a non-equilibrium geometry (the ωB97M-V functional and the def2-TZVPD basis).

Last column: natural (NBO) charge in e.
Cartesian coordinates (Å):
Na 0.058313 -0.355825 -0.112792  0.924
C -2.335577 -2.338765 -0.726072  -0.102
C -2.481237 -2.243385 0.846078  -0.088
O -1.189207 -1.930785 1.384068  -0.758
O -1.912277 -1.046315 -1.150492  -0.759
H -3.296347 -2.572965 -1.184502  0.187
H -1.688107 -3.119935 -1.124402  0.172
H -2.837167 -3.134115 1.363768  0.201
H -3.129637 -1.374235 0.956758  0.204
H -0.625917 -2.706615 1.432938  0.481
H -1.567457 -1.102815 -2.044652  0.489
C 2.659643 -0.578875 -1.682762  -0.100
C 2.074343 0.640295 -2.602252  -0.093
O 0.607413 0.662145 -2.527822  -0.766
O 2.489613 -0.238675 -0.292672  -0.767
H 3.729923 -0.683175 -1.860882  0.197
H 2.263703 -1.591785 -1.755812  0.192
H 2.418883 0.499395 -3.626732  0.190
H 2.596233 1.524015 -2.235132  0.183
H 0.266683 1.243385 -3.211682  0.494
H 3.195243 0.324105 0.034388  0.496
C -0.317677 1.661125 2.611588  -0.082
C -0.053897 2.802705 1.666958  -0.094
O -0.375267 2.324775 0.443078  -0.747
O 0.606673 0.538925 2.537248  -0.759
H -1.306507 1.219585 2.487648  0.173
H -0.329067 2.080525 3.617608  0.181
H 1.034443 2.860665 1.682808  0.171
H -0.481747 3.732785 2.041098  0.197
H -0.570817 2.958135 -0.251332  0.493
H 0.496793 -0.054305 3.283968  0.489

Atoms 1-3, force components in eV/Å:
0.1005 0.6637 0.5325
-1.0181 -0.4831 0.7979
1.2191 -0.2598 -1.9101

Results
Energy above the lowest of the compared OMol25 structures with the same formula, charge and spin   90.8 kJ/mol
2S+1   1
Total charge   +1
HOMO level   -13.322 eV

Entry 2:
Entry from the OMol25 dataset: a cluster of 2 separate species, C3H11N2 in total in a non-equilibrium geometry (the ωB97M-V functional and the def2-TZVPD basis).

Last column: natural (NBO) charge in e.
Cartesian coordinates (Å):
C -1.918937 -0.678691 -1.613489  0.073
N -1.440215 -0.986781 -0.437018  -0.712
H -1.424000 0.181718 -2.210990  0.188
H -2.750593 -1.211909 -2.095848  0.199
H -1.489401 -1.981877 -0.441756  0.389
H -0.794696 -0.132851 0.706626  0.463
C 2.211618 0.061847 -0.020224  -0.607
C 1.074978 1.024696 0.504981  -0.231
N -0.098287 0.481216 1.367212  -0.753
H 1.730717 -0.625752 -0.769151  0.220
H 2.946970 0.602055 -0.526052  0.247
H 2.523716 -0.511840 0.958058  0.219
H 1.623680 1.822113 1.142505  0.224
H 0.655883 1.557999 -0.371193  0.215
H 0.286388 0.121729 2.268127  0.437
H -0.745097 1.270455 1.600711  0.429

Atoms 1-3, force components in eV/Å:
1.5136 1.5827 0.4667
0.0585 0.8441 -3.2418
-1.5592 -0.7552 1.3256

Results
Energy above the lowest of the compared OMol25 structures with the same formula, charge and spin   217.1 kJ/mol
2S+1   1
Total charge   +1
HOMO level   -14.854 eV

Entry 3:
Entry from the OMol25 dataset: a cluster of 2 separate species, C6H17NO in total in a non-equilibrium geometry (the ωB97M-V functional and the def2-TZVPD basis).

Last column: natural (NBO) charge in e.
Cartesian coordinates (Å):
C -1.929118 0.980608 2.545623  -0.396
N -1.273698 -0.158996 1.968360  -0.645
C -0.742197 -0.043944 0.628113  -0.210
C 0.664830 -0.652125 0.519699  -0.399
C 1.074245 -1.126209 -0.857026  -0.225
C 1.926681 -2.393492 -0.816138  -0.595
C 1.847946 -0.025761 -1.663438  -0.601
H -2.854805 1.198472 1.990086  0.180
H -1.350782 1.922397 2.465132  0.156
H -2.108439 0.792531 3.600707  0.200
H -0.701988 -0.704107 2.589771  0.363
H -0.630288 0.990801 0.300594  0.191
H -1.442094 -0.546839 -0.048853  0.170
H 1.351554 0.116822 0.877303  0.200
H 0.792565 -1.443710 1.255812  0.192
H 0.237453 -1.314763 -1.525733  0.196
H 2.183985 -2.783592 -1.797140  0.208
H 1.429694 -3.186317 -0.256903  0.203
H 2.849136 -2.182449 -0.275302  0.197
H 1.478038 -0.008751 -2.697975  0.206
H 2.909890 -0.252802 -1.679851  0.199
H 1.655653 0.967098 -1.230511  0.208
O -1.268817 2.610208 -1.896009  -0.938
H -1.245091 3.569865 -1.923999  0.470
H -2.163949 2.367918 -2.144601  0.471

Atoms 1-3, force components in eV/Å:
0.2100 0.5362 -0.4616
0.0150 -0.1211 0.0369
0.2594 -0.4867 -0.0946

Results
Energy above the lowest of the compared OMol25 structures with the same formula, charge and spin   85.1 kJ/mol
2S+1   1
HOMO level   -8.107 eV
SMILES   CNCCC(C)C.O

Entry 4:
Entry from the OMol25 dataset: a structure of composition C24H46CsN2O6 in a non-equilibrium geometry (the ωB97M-V functional and the def2-TZVPD basis).

Last column: Mulliken charge in e.
Cartesian coordinates (Å):
C 0.659032 1.160860 4.299565  -1.272
C 1.774092 1.315377 3.268113  -0.571
C 1.739860 0.244674 2.188983  0.178
C 2.608619 0.636562 0.984125  -1.167
N 1.880371 1.053891 -0.221688  0.240
C 2.306231 0.325715 -1.389023  1.071
C 1.562715 0.793045 -2.719191  -0.716
C 1.309342 2.295990 -2.863611  -1.042
C 0.088697 2.972553 -2.243852  -0.891
C -1.247480 2.345658 -2.647591  -0.632
C -2.281152 2.472481 -1.562507  -0.456
O -2.443849 3.863922 -1.311962  -0.316
C -3.334837 4.239413 -0.353035  0.559
C -3.453224 3.468146 0.916690  -0.571
O -4.002369 5.243044 -0.520712  -0.574
C 1.913531 -1.159567 -1.131321  -2.489
O 0.519940 -1.290349 -0.804351  0.786
C 0.191606 -2.511040 -0.059455  -0.593
C -1.339768 -2.954411 -0.508167  -1.478
C -2.442986 -2.403551 0.415107  -0.530
C -2.930804 -1.018302 -0.133415  0.376
C -4.369178 -0.677430 0.199635  -0.912
O -5.186641 -1.845608 0.211390  -0.332
C -6.042950 -1.947241 1.254775  0.248
O -6.562791 -2.997050 1.536957  -0.453
N 1.047741 -3.666806 -0.351776  -0.063
C 1.268703 -4.311640 0.742293  1.258
C 0.864002 -5.718927 0.912913  -1.726
C 1.953384 -3.711786 1.929271  -1.212
O 3.673597 0.245689 -1.533430  -0.443
C 4.389854 1.383843 -1.985222  -0.186
C 4.550245 2.486562 -0.969587  -1.191
H 1.006169 0.553425 5.121557  0.340
H -0.174872 0.633713 3.863192  0.285
H 0.315241 2.109508 4.662858  0.355
H 2.706121 1.226415 3.801944  0.387
H 1.744770 2.301721 2.829824  0.453
H 0.712309 0.047808 1.903478  -0.076
H 2.164150 -0.645272 2.638730  -0.055
H 3.333571 -0.132378 0.760107  0.514
H 3.178276 1.492895 1.315237  0.699
H 0.882719 1.057189 -0.119048  -0.017
H 2.257142 0.532088 -3.506654  0.601
H 0.671574 0.206019 -2.915236  -0.479
H 1.191455 2.472629 -3.925180  0.464
H 2.175405 2.858142 -2.561648  0.255
H 0.090748 3.980617 -2.625614  0.421
H 0.131651 3.079106 -1.174656  0.541
H -1.676907 2.814840 -3.520516  0.476
H -1.168937 1.282496 -2.854743  0.279
H -3.211976 1.991109 -1.832778  0.407
H -1.871490 1.998916 -0.677836  0.143
H -4.500083 3.290904 1.093955  0.281
H -3.080327 4.042313 1.739617  0.309
H -2.957650 2.510392 0.932463  0.095
H 2.163031 -1.675164 -2.091751  0.989
H 2.578670 -1.569063 -0.390374  0.145
H 0.117373 -2.255791 0.987697  0.044
H -1.537485 -2.733382 -1.622225  0.865
H -1.348237 -4.055642 -0.419653  0.363
H -3.237628 -3.121026 0.515678  0.594
H -2.005889 -2.253334 1.391244  0.466
H -2.316459 -0.287436 0.360217  -0.235
H -2.783518 -1.017218 -1.213623  -0.094
H -4.754007 -0.011910 -0.560419  0.269
H -4.399327 -0.115584 1.122192  0.573
H -6.274100 -1.044561 1.827200  0.370
H 0.333610 -6.099168 0.059989  0.371
H 1.726591 -6.324063 1.156497  0.466
H 0.241205 -5.746879 1.797443  0.401
H 2.228938 -4.457374 2.653363  0.477
H 2.783649 -3.102301 1.620351  0.319
H 1.255010 -3.051859 2.432033  0.354
H 4.023523 1.792730 -2.918118  0.212
H 5.379911 1.018104 -2.203725  0.503
H 5.188231 3.259756 -1.359043  0.440
H 4.883672 2.116813 -0.014833  0.290
H 3.590050 2.956809 -0.810117  0.283
Cs -0.419406 -2.260771 -2.818995  0.956

Atoms 1-3, force components in eV/Å:
0.3671 -0.3789 -0.3636
-0.5368 -0.1109 0.3552
0.5570 0.3165 -0.0803

Results
2S+1   1
Total charge   +1
HOMO level   -11.372 eV

Question: What is the formula in the first record?
Answer: C6H18NaO6

Question: Which formula does entry 1 have?
Answer: C6H18NaO6

Question: Look up the HOMO level of the fourth one.
Answer: -11.372 eV